The following is a DFT calculation (the ωB97M-V functional and the def2-TZVPD basis) of a molecular structure, C23H40InNO3P2 in a non-equilibrium geometry.

Geometry (Å):
In  0.15  0.87  -0.48
P  2.30  -0.51  -0.98
C  2.49  -0.79  -2.72
C  1.34  -1.20  -3.45
N  0.13  -0.66  -3.06
C  -1.00  -1.30  -3.39
C  -1.01  -2.36  -4.31
C  0.19  -2.76  -4.87
C  1.36  -2.16  -4.49
C  -2.30  -0.84  -2.73
P  -2.09  0.75  -1.82
H  2.35  -2.45  -4.87
H  -1.97  -2.81  -4.55
H  0.21  -3.57  -5.61
H  -3.09  -0.71  -3.48
H  -2.66  -1.59  -2.00
H  2.83  1.06  -3.53
H  3.47  -1.07  -3.11
H  1.67  2.66  -3.18
O  2.98  2.02  -3.63
H  3.82  2.17  -3.16
H  0.57  2.43  -1.96
O  0.77  3.04  -2.81
H  1.03  3.93  -2.44
C  -2.35  1.93  -3.19
H  -3.34  1.75  -3.62
H  -2.31  2.96  -2.81
H  -1.59  1.79  -3.98
C  -3.58  0.90  -0.80
H  -3.52  1.84  -0.22
H  -4.48  0.93  -1.43
H  -3.66  0.06  -0.10
C  2.07  -2.20  -0.35
H  3.06  -2.67  -0.29
H  1.58  -2.18  0.63
H  1.45  -2.76  -1.06
C  3.93  0.00  -0.35
H  3.85  0.30  0.71
H  4.62  -0.86  -0.42
H  4.34  0.84  -0.92
C  1.32  2.81  2.08
C  1.77  1.43  2.56
C  3.05  1.56  3.39
C  0.65  0.72  3.32
C  0.50  0.83  4.69
C  -0.56  0.21  5.36
C  -1.51  -0.52  4.64
C  -1.41  -0.65  3.26
C  -2.44  -1.46  2.48
C  -2.44  -2.93  2.88
C  -3.85  -0.87  2.64
C  -0.33  -0.03  2.59
O  -0.27  -0.22  1.29
H  1.20  3.48  2.94
H  0.36  2.76  1.56
H  2.07  3.24  1.40
H  2.03  0.81  1.69
H  2.93  2.30  4.20
H  3.34  0.60  3.85
H  3.88  1.89  2.76
H  1.24  1.41  5.26
H  -0.65  0.31  6.44
H  -2.35  -1.00  5.16
H  -2.17  -1.39  1.42
H  -2.75  -3.04  3.92
H  -3.14  -3.50  2.24
H  -1.44  -3.36  2.76
H  -3.86  0.19  2.35
H  -4.57  -1.41  2.01
H  -4.18  -0.95  3.69

* Kohn-Sham gap (spin up / spin down): 3.97 / 3.98 eV
* energy relative to the best compared isomer or geometry (same formula, charge and spin): 0.000 eV
* net charge: +2
* LUMO level (spin up / spin down): -8.07 / -8.24 eV

Atom charges from the Löwdin analysis, given in e for atoms 1 to 8:
1 In 0.7133
2 P 0.8098
3 C -0.2264
4 C -0.3457
5 N 0.0728
6 C -0.3042
7 C 0.0264
8 C -0.0197



The following is a DFT calculation (the ωB97M-V functional and the def2-TZVPD basis) of 7 unconnected molecules or ions with the total composition C23H40O21 in a non-equilibrium geometry.

Geometry (Å):
C  -5.02  -0.20  -2.66
C  -3.82  0.50  -2.06
C  -2.61  0.55  -2.99
O  -2.45  1.95  -3.23
C  -3.40  2.65  -2.61
O  -3.56  3.81  -2.77
O  -4.08  1.86  -1.75
H  -4.76  -1.01  -3.35
H  -5.55  0.53  -3.28
H  -5.73  -0.69  -1.99
H  -3.56  0.00  -1.13
H  -2.70  0.04  -3.95
H  -1.69  0.14  -2.57
C  -0.75  0.67  1.95
C  0.00  -0.62  1.96
O  -0.56  -1.63  1.15
C  -0.51  -1.51  -0.16
O  -0.02  -0.61  -0.79
O  -0.98  -2.64  -0.68
C  -0.94  -2.80  -2.09
H  -0.49  1.29  2.81
H  -1.84  0.62  2.00
H  -0.50  1.27  1.07
H  -0.01  -0.98  2.99
H  1.06  -0.44  1.75
H  -1.24  -3.77  -2.48
H  0.08  -2.71  -2.46
H  -1.54  -2.00  -2.54
C  -3.55  2.76  4.56
O  -4.29  1.58  4.81
C  -5.37  1.64  5.62
O  -5.86  2.60  6.13
O  -5.84  0.43  5.86
C  -5.41  -0.81  5.26
H  -2.58  2.37  4.25
H  -3.29  3.36  5.43
H  -3.94  3.35  3.74
H  -5.02  -1.39  6.09
H  -4.61  -0.62  4.55
H  -6.30  -1.24  4.82
C  4.63  2.37  -0.83
O  3.25  2.41  -1.22
C  2.86  3.56  -1.82
O  3.60  4.41  -2.20
O  1.55  3.64  -1.95
C  0.77  2.46  -1.77
H  4.85  3.19  -0.14
H  5.28  2.27  -1.69
H  4.69  1.53  -0.14
H  0.82  1.80  -2.64
H  -0.28  2.71  -1.68
H  1.05  1.87  -0.90
C  2.75  -1.68  6.98
O  3.42  -2.54  6.06
C  2.93  -2.65  4.86
O  2.03  -2.01  4.38
O  3.68  -3.48  4.16
C  3.61  -3.34  2.74
H  1.91  -2.19  7.46
H  2.35  -0.85  6.38
H  3.47  -1.26  7.67
H  3.23  -2.35  2.50
H  2.85  -4.03  2.35
H  4.57  -3.60  2.31
O  6.17  -1.59  -0.68
C  5.03  -1.63  -0.99
O  4.46  -0.82  -1.92
C  3.04  -1.00  -1.92
C  2.85  -2.27  -1.08
O  4.07  -2.28  -0.33
H  2.54  -0.12  -1.49
H  2.71  -1.03  -2.95
H  2.58  -3.15  -1.66
H  2.12  -2.13  -0.28
O  0.97  -1.50  -4.13
C  0.88  -0.61  -4.92
O  1.32  -0.64  -6.19
C  0.98  0.57  -6.86
C  0.45  1.45  -5.70
O  0.24  0.54  -4.65
H  1.88  1.07  -7.22
H  0.24  0.39  -7.63
H  -0.39  2.03  -6.07
H  1.21  2.21  -5.49

* Kohn-Sham gap: 10.91 eV
* energy relative to the best compared isomer or geometry (same formula, charge and spin): 0.395 eV
* net charge: 0
* LUMO level: 0.14 eV

Atom charges from the Löwdin analysis, given in e for atoms 1 to 8:
1 C -0.0165
2 C -0.3170
3 C -0.0939
4 O 0.0589
5 C -0.5759
6 O 0.1720
7 O 0.0946
8 H 0.0826



The following is a DFT calculation (the ωB97M-V functional and the def2-TZVPD basis) of a molecular structure, C23H41As2Cl2N3O9PRbS2.

Geometry (Å):
Rb  -0.39  0.34  -1.33
C  4.28  -2.95  2.03
O  3.30  -2.10  2.65
C  3.33  -0.81  2.37
O  4.12  -0.28  1.62
C  2.24  -0.05  3.05
C  2.14  0.01  4.37
As  0.73  0.87  5.41
C  1.49  2.66  5.67
C  -0.59  1.30  4.02
C  -0.48  1.24  2.70
As  1.15  0.84  1.71
C  2.02  2.60  1.80
C  -1.68  1.29  1.76
O  -1.93  0.15  1.20
O  -2.73  1.95  2.41
C  -4.05  1.52  2.13
C  -1.85  1.69  4.75
O  -1.97  2.79  5.23
O  -2.76  0.74  5.02
C  -2.56  -0.59  4.52
C  3.09  -0.81  5.21
O  2.73  -1.73  5.88
O  4.40  -0.52  5.10
C  4.80  0.77  4.63
H  3.84  -3.41  1.16
H  4.54  -3.70  2.77
H  5.16  -2.37  1.76
H  2.10  2.66  6.58
H  0.65  3.34  5.81
H  2.09  2.99  4.83
H  1.83  3.08  2.76
H  1.62  3.22  1.00
H  3.08  2.46  1.65
H  -4.65  1.78  3.00
H  -4.09  0.45  1.96
H  -4.45  2.04  1.25
H  -3.45  -1.14  4.81
H  -1.68  -1.05  4.98
H  -2.46  -0.60  3.43
H  5.81  0.93  5.02
H  4.15  1.55  5.01
H  4.82  0.80  3.54
C  1.71  0.25  -6.86
C  1.50  0.19  -5.35
P  -0.24  0.16  -4.73
C  -0.99  1.59  -5.61
C  -2.45  1.79  -5.24
C  -0.94  -1.29  -5.63
C  -2.09  -1.95  -4.87
H  2.77  0.18  -7.11
H  1.34  1.18  -7.28
H  1.20  -0.58  -7.36
H  1.98  1.05  -4.86
H  1.98  -0.69  -4.93
H  -0.88  1.48  -6.69
H  -0.41  2.48  -5.33
H  -3.06  0.94  -5.53
H  -2.87  2.67  -5.73
H  -2.57  1.94  -4.16
H  -0.13  -2.01  -5.76
H  -1.25  -1.00  -6.64
H  -1.74  -2.31  -3.89
H  -2.50  -2.80  -5.41
H  -2.91  -1.25  -4.69
C  -4.51  -3.76  -1.52
N  -3.07  -3.80  -1.58
C  -2.23  -2.92  -0.99
N  -2.79  -1.94  -0.27
S  -0.57  -3.09  -1.22
H  -4.90  -4.61  -2.07
H  -4.92  -2.85  -1.96
H  -4.87  -3.85  -0.49
H  -2.61  -4.48  -2.16
H  -3.78  -1.92  -0.12
H  -2.26  -1.29  0.32
O  -1.55  3.19  -1.73
S  -2.09  2.97  -0.39
N  -1.17  2.25  0.54
Cl  2.32  -1.40  -1.65
C  3.38  0.01  -1.57
Cl  2.51  1.56  -1.71
H  4.07  -0.03  -2.40
H  3.87  0.00  -0.60

* Kohn-Sham gap: 8.19 eV
* energy relative to the best compared isomer or geometry (same formula, charge and spin): 0.687 eV
* net charge: 0
* LUMO level: -0.24 eV

Atom charges from the Löwdin analysis, given in e for atoms 1 to 8:
1 Rb 0.5294
2 C 0.0008
3 O -0.0038
4 C -0.5666
5 O 0.0554
6 C -0.3034
7 C -0.3266
8 As 1.3343



| no. | calculated total energy (Ha) |
| --- | --- |
| 1 | -2053.11138 |
| 2 | -2480.44652 |
| 3 | -8296.13904 |